Entry 1:
Computed, not measured: C4H7NO in the gas phase at a distorted geometry, with the ωB97M-V functional and the def2-TZVPD basis.

CARTESIAN COORDINATES (ANGSTROEM)
C -0.77950 0.77294 -1.14735
C 0.06048 0.17157 -0.05526
C 1.03028 -0.96209 -0.12505
N 1.44316 0.41463 0.22426
C -0.70499 -0.12233 1.21435
O -0.23815 0.04733 2.31747
H -1.15003 1.76659 -0.86686
H -0.24175 0.83683 -2.09380
H -1.64497 0.11057 -1.27843
H 0.66933 -1.79423 0.50144
H 1.64400 -1.28849 -0.95330
H 1.59505 0.66816 1.19881
H -1.68292 -0.62148 1.06374

The strongest force on any atom is 1.32 eV/Å. For the electronic energy, the calculation gives -286.53958 Eh. The gap between HOMO and LUMO comes out at 0.39929 Eh. As for the SMILES: C[C@@]1(C=O)CN1.

Entry 2:
Computed, not measured: C3H4N2O in the gas phase, with the ωB97M-V functional and the def2-TZVPD basis.

CARTESIAN COORDINATES (ANGSTROEM)
O 2.20591 -0.44051 -0.19121
C 0.88800 -0.15240 -0.09974
C -0.13504 -1.02665 0.14462
N -1.26710 -0.22398 0.16211
C -0.86467 1.04654 -0.06593
N 0.43658 1.12651 -0.23905
H 2.65498 0.40938 -0.30279
H -0.16810 -2.09801 0.26555
H -2.19075 -0.51519 0.43695
H -1.55981 1.87431 -0.11052

The strongest force on any atom is 0.25 eV/Å. For the electronic energy, the calculation gives -301.47050 Eh. The gap between HOMO and LUMO comes out at 0.33907 Eh. As for the SMILES: Oc1c[nH]cn1.

Entry 3:
Computed, not measured: 11 unconnected molecules or ions with the total composition H22O11 at a distorted geometry, with the ωB97M-V functional and the def2-TZVPD basis.

CARTESIAN COORDINATES (ANGSTROEM)
O -1.79376 -1.26988 0.51588
H -1.72476 -1.46888 1.45788
H -1.56076 -2.08088 0.00488
O -1.10376 -2.13488 3.08088
H -0.35876 -1.80088 2.60888
H -1.28676 -1.35888 3.61988
O 3.06224 -0.31188 1.72088
H 3.53624 0.52912 1.63488
H 2.35224 -0.20888 1.14088
O -3.64076 -1.62288 -1.19612
H -3.65776 -1.22588 -2.07812
H -2.90376 -1.22988 -0.74812
O 0.65724 0.11212 0.39288
H -0.23476 -0.25288 0.19888
H 1.05224 0.21812 -0.44812
O 2.61124 3.39812 -1.44012
H 2.52024 2.47712 -1.64912
H 2.86124 3.74112 -2.32112
O 0.19124 2.79612 0.67288
H 0.31424 1.86612 0.62288
H -0.00476 2.97712 1.57688
O -0.91276 0.24512 -2.17312
H -1.51976 0.70412 -1.62912
H -0.26876 0.90012 -2.29012
O -2.70476 1.48612 -0.55512
H -2.44676 1.43412 0.36588
H -3.65576 1.41512 -0.51212
O 1.20124 -3.26188 1.64488
H 0.55924 -3.97488 1.66988
H 1.12024 -2.80088 0.80588
O 2.35524 0.41312 -1.99012
H 2.40624 0.53512 -2.96112
H 2.97824 -0.24388 -1.74412

The strongest force on any atom is 2.72 eV/Å. For the electronic energy, the calculation gives -840.81222 Eh. The gap between HOMO and LUMO comes out at 0.39757 Eh. As for the SMILES: O.O.O.O.O.O.O.O.O.O.O.